# 1
Below is a 2-piece molecular cluster, C4H13NO overall, with properties calculated with ωB97M-V with the def2-TZVPD basis set.

Structure (ORCA input):
```
! wB97M-V def2-TZVPD RIJCOSX def2/J DEFGRID3
* xyz 0 1
C -2.6141 -0.5145 0.8583
C -1.7272 -0.9233 -0.3224
C -0.3263 -0.3047 -0.1698
C 0.5658 -0.3416 -1.4977
N -1.6577 -2.3637 -0.4787
H -3.5856 -0.1258 0.5311
H -2.7087 -1.2885 1.6125
H -2.2264 0.3777 1.3530
H -2.0071 -0.4308 -1.2555
H -0.4989 0.7604 -0.0176
H 0.2679 -0.8227 0.5870
H 0.4363 -1.3677 -1.8172
H -0.0241 0.2425 -2.1944
H 1.5568 -0.0619 -1.1857
H -0.7684 -2.7782 -0.6737
H -2.4022 -2.7356 -1.0285
H 4.0458 3.7622 1.0509
H 5.0737 3.0136 1.9158
O 4.9204 3.8382 1.4462
*
```

Values from the calculation:
E_LUMO: 0.6440 eV
Energy above the lowest of the compared OMol25 structures with the same formula, charge and spin: 89.4 kJ/mol

---

# 2
Below is a 2-piece molecular cluster, C4H13NO overall, with properties calculated with ωB97M-V with the def2-TZVPD basis set.

Structure (ORCA input):
```
! wB97M-V def2-TZVPD RIJCOSX def2/J DEFGRID3
* xyz 0 1
C -0.8355 -0.1886 -0.9579
N 0.0594 -0.0722 0.1894
C -0.1786 -0.8991 1.3578
C 0.8309 -0.6028 2.4237
C -0.1536 -0.6631 -2.2574
H -1.3426 0.7707 -1.1251
H -1.6513 -0.8597 -0.7239
H 1.0197 -0.0903 -0.1094
H -0.1413 -1.9776 1.1294
H -1.2015 -0.6866 1.7085
H 0.6442 -1.2688 3.2729
H 0.7077 0.4143 2.8061
H 1.8390 -0.8314 2.0988
H -0.2248 0.1083 -3.0164
H 0.9062 -0.8472 -2.0845
H -0.6443 -1.5596 -2.6278
H -0.4806 2.5639 -0.7773
H 0.5787 3.5634 -0.2555
O 0.2684 3.1264 -1.0515
*
```

Values from the calculation:
E_LUMO: 1.0212 eV
Energy above the lowest of the compared OMol25 structures with the same formula, charge and spin: 69.1 kJ/mol

---

# 3
Below is a 3-piece molecular cluster, C4H13NO overall, with properties calculated with ωB97M-V with the def2-TZVPD basis set.

Structure (ORCA input):
```
! wB97M-V def2-TZVPD RIJCOSX def2/J DEFGRID3
* xyz 1 2
C 1.6653 -0.7448 -1.4820
C 0.1460 -0.5909 -1.0699
N 0.1054 0.1477 0.2438
C -1.2123 -0.0307 0.3868
C -2.1866 0.9545 -0.1424
H 2.2335 -1.3282 -0.7632
H 2.2041 0.1784 -1.6824
H 1.6361 -1.3257 -2.4086
H -0.2802 -0.2471 -2.0098
H -0.1438 -1.6461 -0.9598
H -1.3970 -0.7628 3.6963
H -1.6430 -1.0189 0.5444
H -1.3756 -0.0516 3.5437
H -2.3176 0.7547 -1.2080
H -3.1702 0.7476 0.2963
H -1.9482 1.9949 0.0737
H 1.7951 0.9058 0.6828
H 3.1669 1.3399 1.4273
O 2.7222 0.7232 0.8309
*
```

Values from the calculation:
E_LUMO (alpha / beta): -6.5508 / -7.4264 eV
Energy above the lowest of the compared OMol25 structures with the same formula, charge and spin: 373.9 kJ/mol

---

# 4
Below is a 2-piece molecular cluster, C4H13NO2 overall, with properties calculated with ωB97M-V with the def2-TZVPD basis set.

Structure (ORCA input):
```
! wB97M-V def2-TZVPD RIJCOSX def2/J DEFGRID3
* xyz 0 1
C 1.4352 1.1279 -2.4019
C 1.6758 -0.1870 -1.6469
N 1.4566 -0.0151 -0.2135
C 0.0268 0.1529 0.1114
C -0.2190 -0.3675 1.5166
O -1.2914 0.2278 2.1591
H 1.2869 1.9220 -1.6663
H 0.4693 1.1039 -2.9008
H 2.2225 1.3996 -3.0964
H 2.6999 -0.5046 -1.8710
H 0.9866 -0.9652 -2.0108
H 1.7898 -0.7885 0.3406
H -0.5633 -0.4786 -0.5707
H -0.2018 1.2129 0.0107
H -0.3977 -1.4445 1.5522
H 0.6565 -0.2134 2.1464
H -1.3205 1.1648 1.9573
H -3.8498 -1.4320 1.5292
H -2.9889 -0.7861 2.6146
O -3.8735 -1.1293 2.4405
*
```

Values from the calculation:
E_LUMO: 0.7493 eV
Energy above the lowest of the compared OMol25 structures with the same formula, charge and spin: 100.1 kJ/mol

---

# 5
Below is a 2-piece molecular cluster, C4H13NO2 overall, with properties calculated with ωB97M-V with the def2-TZVPD basis set.

Structure (ORCA input):
```
! wB97M-V def2-TZVPD RIJCOSX def2/J DEFGRID3
* xyz 0 1
C 1.6724 -0.6093 -0.7886
N 0.4574 -1.1188 -1.4178
C -0.5265 -0.1906 -1.9131
C -1.7668 -0.0644 -0.9863
C -1.4661 0.4046 0.4261
O -0.7472 -0.5873 1.1700
H 2.0504 -1.3398 -0.0717
H 2.4504 -0.3777 -1.5205
H 1.4145 0.2637 -0.1898
H 0.6257 -1.9743 -1.9162
H -0.0730 0.7953 -2.0498
H -0.9571 -0.5066 -2.8656
H -2.4236 0.6409 -1.5025
H -2.2230 -1.0539 -0.9229
H -2.4078 0.6520 0.9242
H -0.8688 1.3268 0.4386
H -0.4345 -1.1967 0.4944
H 1.5341 1.7609 3.7668
H 1.1584 1.7105 2.2807
O 1.9106 1.7830 2.8818
*
```

Values from the calculation:
E_LUMO: 0.9404 eV
Energy above the lowest of the compared OMol25 structures with the same formula, charge and spin: 93.3 kJ/mol

---

# 6
Below is a 2-piece molecular cluster, C4H13NO2 overall, with properties calculated with ωB97M-V with the def2-TZVPD basis set.

Structure (ORCA input):
```
! wB97M-V def2-TZVPD RIJCOSX def2/J DEFGRID3
* xyz 0 1
C -1.5123 0.7065 0.6182
C -0.3631 0.2587 1.4649
C 0.2154 -1.1437 1.3242
C -0.8485 -2.1800 0.9263
O 1.0496 -1.2129 0.2308
N 0.7739 1.1302 1.1794
H -2.3006 -0.0564 0.7343
H -2.0902 1.6417 0.9755
H -1.2734 0.6400 -0.4396
H -0.6594 0.5473 2.4963
H 0.7383 -1.4886 2.2405
H -0.3637 -3.1674 0.8317
H -1.5680 -2.2784 1.8299
H -1.2269 -1.8986 -0.0998
H 1.3978 -0.2834 0.3675
H 0.4265 2.0159 0.7087
H 1.1141 1.4726 2.0776
H 0.2105 1.6290 -5.4777
H 1.5103 1.5381 -4.9194
O 0.6651 1.9539 -4.6786
*
```

Values from the calculation:
E_LUMO: 0.8889 eV
Energy above the lowest of the compared OMol25 structures with the same formula, charge and spin: 136.2 kJ/mol

---

# 7
Below is a 3-piece molecular cluster, C4H13NO2 overall, with properties calculated with ωB97M-V with the def2-TZVPD basis set.

Structure (ORCA input):
```
! wB97M-V def2-TZVPD RIJCOSX def2/J DEFGRID3
* xyz 0 1
C 0.3037 -1.0003 -1.3575
N 1.2224 -0.8374 1.5201
C -0.0831 -0.5726 1.1325
C -0.4966 -0.6005 -0.1445
C -1.0748 -0.5819 2.2779
H 1.3723 -0.7791 -1.2716
H 0.0820 -0.3799 -2.2177
H 0.2449 -2.0853 -1.4305
H 1.9386 -0.6663 0.8368
H 1.4630 -0.6408 2.4759
H -1.4830 -0.1717 -0.2814
H -1.4078 0.3809 2.6628
H -1.9088 -1.2294 2.0521
H -0.6019 -1.1002 3.1204
H -1.7784 -2.6795 -0.3033
H -3.2752 -2.9472 0.0326
O -2.4587 -3.3592 -0.2551
H 2.8757 5.8905 -3.2920
H 1.8428 5.4433 -2.2639
O 2.3967 6.1932 -2.5046
*
```

Values from the calculation:
E_LUMO: 0.6854 eV
Energy above the lowest of the compared OMol25 structures with the same formula, charge and spin: 100.3 kJ/mol

---

# 8
Below is a 2-piece molecular cluster, C4H13NO2 overall, with properties calculated with ωB97M-V with the def2-TZVPD basis set.

Structure (ORCA input):
```
! wB97M-V def2-TZVPD RIJCOSX def2/J DEFGRID3
* xyz 0 1
C -1.3222 -0.3067 -3.2105
N -1.1601 -0.2458 -1.6822
C 0.1517 -0.4950 -1.1018
C 0.3025 0.6373 0.0054
C 1.8356 0.7140 0.3888
O -0.4050 0.2195 1.2235
H -0.9730 0.5910 -3.6669
H -2.3454 -0.6065 -3.3630
H -0.6601 -1.1426 -3.3409
H -1.9579 -0.7898 -1.3989
H 0.2600 -1.4558 -0.5715
H 1.0149 -0.2950 -1.8776
H -0.0494 1.6354 -0.5682
H 2.0738 1.6055 1.0111
H 2.1034 -0.2131 0.8800
H 2.5299 0.7563 -0.6144
H -1.3122 0.3283 1.1902
H 0.8140 -0.0960 2.9387
H -0.2756 -0.0552 4.1844
O 0.5416 -0.4495 3.8365
*
```

Values from the calculation:
E_LUMO: 0.8264 eV
Energy above the lowest of the compared OMol25 structures with the same formula, charge and spin: 222.9 kJ/mol

---

# 9
Below is a 3-piece molecular cluster, C4H13NO2 overall, with properties calculated with ωB97M-V with the def2-TZVPD basis set.

Structure (ORCA input):
```
! wB97M-V def2-TZVPD RIJCOSX def2/J DEFGRID3
* xyz 0 1
C 1.5180 1.7337 -0.7166
C 0.3082 0.8574 -0.8339
C 0.0021 0.1446 -1.9441
C -0.0858 1.1000 1.5899
N -0.5672 0.8982 0.2347
H 2.0774 1.7296 -1.6459
H 2.1485 1.4890 0.1410
H 1.1533 2.7510 -0.5557
H 0.7517 0.0041 -2.7073
H -1.0269 -0.0106 -2.2441
H 0.3403 2.0955 1.6818
H 0.6302 0.3379 1.8827
H -0.9387 1.1156 2.2632
H -1.2951 0.2071 0.1871
H -1.0616 -1.9546 0.5460
H -2.1997 -2.3261 1.5134
O -1.7976 -1.5778 1.0656
H 0.8677 -1.4733 -0.5520
H 1.5198 -2.3234 0.5401
O 0.6961 -2.2316 0.0398
*
```

Values from the calculation:
E_LUMO: 0.7200 eV
Energy above the lowest of the compared OMol25 structures with the same formula, charge and spin: 80.4 kJ/mol

---

# 10
Below is a 2-piece molecular cluster, C4H13NO2 overall, with properties calculated with ωB97M-V with the def2-TZVPD basis set.

Structure (ORCA input):
```
! wB97M-V def2-TZVPD RIJCOSX def2/J DEFGRID3
* xyz 0 1
C 1.8215 0.0687 -0.2802
O 2.7201 -1.0003 -0.5483
C 0.3798 -0.3765 -0.0329
C -0.3437 0.7859 0.6885
C -0.7186 1.9494 -0.2118
N 0.2446 -1.6025 0.7553
H 2.1980 0.5077 0.6413
H 1.8487 0.7931 -1.0937
H 2.4061 -1.4570 -1.3364
H -0.1788 -0.5326 -0.9630
H -1.2274 0.3836 1.1865
H 0.2680 1.1288 1.5321
H -1.4893 2.5542 0.2485
H -1.1293 1.5809 -1.1601
H 0.1117 2.6383 -0.3727
H 1.0913 -1.8022 1.2731
H 0.0893 -2.4188 0.1802
H -2.2068 -1.4894 0.2737
H -3.1233 -0.4216 -0.2791
O -2.7618 -1.2897 -0.5009
*
```

Values from the calculation:
E_LUMO: 0.8192 eV
Energy above the lowest of the compared OMol25 structures with the same formula, charge and spin: 49.4 kJ/mol

---

# 11
Below is a 3-piece molecular cluster, C4H13NO2 overall, with properties calculated with ωB97M-V with the def2-TZVPD basis set.

Structure (ORCA input):
```
! wB97M-V def2-TZVPD RIJCOSX def2/J DEFGRID3
* xyz 0 1
C -0.9955 2.0521 -0.7417
C -0.8220 0.7270 -0.9552
N -1.1099 -0.4041 -0.2142
C -0.0586 -1.5953 -0.3012
C 0.5399 -1.8303 -1.6445
H -0.9730 2.7309 -1.6018
H -1.2082 2.5626 0.1624
H -0.2213 0.5170 -1.8523
H -1.3107 -0.2284 0.7358
H -0.6486 -2.4493 0.1290
H 0.7241 -1.5676 0.5331
H 0.9883 -2.8267 -1.6484
H 1.2905 -0.9485 -1.9219
H -0.2403 -1.7679 -2.4114
H 1.2992 0.6934 0.3709
H 0.7861 2.1854 0.7041
O 1.4273 1.4581 0.9753
H 0.5754 0.5044 2.5955
H 0.0141 0.2076 4.0143
O -0.0567 -0.0204 3.0724
*
```

Values from the calculation:
E_LUMO: 0.8387 eV
Energy above the lowest of the compared OMol25 structures with the same formula, charge and spin: 173.7 kJ/mol

---

# 12
Below is a 2-piece molecular cluster, C4H13NO2 overall, with properties calculated with ωB97M-V with the def2-TZVPD basis set.

Structure (ORCA input):
```
! wB97M-V def2-TZVPD RIJCOSX def2/J DEFGRID3
* xyz 0 1
C 0.0771 0.4361 -2.2903
N 0.3986 0.0997 -0.8811
C -1.1456 2.0577 -0.0589
C -0.4051 0.7107 0.1712
C -1.3145 -0.2434 0.9709
O -0.5572 -1.2832 1.6461
H 0.4052 1.4658 -2.4967
H 0.4821 -0.3760 -2.8841
H -1.0235 0.3964 -2.3252
H 1.3645 0.3051 -0.6863
H -0.9822 2.6450 0.8439
H -0.6869 2.6643 -0.8422
H -2.2299 1.9342 -0.1026
H 0.2976 0.9521 0.9766
H -2.2100 -0.6213 0.4282
H -1.6688 0.2754 1.8433
H 0.2277 -1.3176 1.0828
H 3.2336 -2.0336 0.5222
H 1.7497 -2.2116 0.3283
O 2.4110 -1.5265 0.4327
*
```

Values from the calculation:
E_LUMO: 0.7282 eV
Energy above the lowest of the compared OMol25 structures with the same formula, charge and spin: 140.4 kJ/mol

---

Look up the energy above the lowest of the compared OMol25 structures with the same formula, charge and spin of the first one.
89.4 kJ/mol

---

Among the records above, which one has the highest energy above the lowest of the compared OMol25 structures with the same formula, charge and spin?
number 3